Record 1
The following is a DFT calculation (ωB97M-V with the def2-TZVPD basis set) of a molecular structure, C18H28Cl2LuN3OP2.

Geometry (Å):
C1 1.18 -0.18 -4.73
C2 1.38 -0.13 -3.22
H1 2.16 -0.09 -5.24
H2 0.51 0.63 -5.09
H3 0.69 -1.11 -5.06
O1 2.42 0.10 -2.68
Cl1 -2.86 -0.21 -3.55
Lu1 -1.00 -0.32 -2.00
P1 -0.40 2.39 -1.65
C3 0.91 3.24 -0.69
C4 -0.07 3.16 -3.29
H4 -0.24 4.25 -3.22
H5 -1.78 4.38 -1.52
H6 -0.76 2.73 -4.04
H7 -2.76 2.88 -1.51
H8 1.90 2.99 -1.11
H9 0.97 2.97 -3.60
C5 -1.85 3.36 -1.13
H10 0.76 4.33 -0.72
H11 -1.91 3.40 -0.03
H12 0.90 2.91 0.36
P2 0.08 -2.99 -2.10
C6 1.46 -3.86 -1.24
C7 -1.29 -4.11 -1.60
H13 -0.26 -3.08 -4.50
H14 0.18 -4.69 -3.84
H15 1.44 -3.44 -4.07
C8 0.39 -3.61 -3.80
H16 -2.21 -3.80 -2.10
H17 -1.04 -5.14 -1.87
H18 1.21 -4.93 -1.10
H19 1.64 -3.43 -0.25
H20 -1.46 -4.05 -0.52
H21 2.38 -3.78 -1.82
Cl2 -2.75 -0.63 -0.33
N1 -0.33 2.68 8.92
C9 -0.22 2.23 7.85
C10 -0.11 1.66 6.53
C11 -0.52 2.39 5.41
C12 -0.39 1.85 4.13
C13 0.08 0.54 3.99
C14 0.49 -0.21 5.10
C15 0.39 0.36 6.38
N2 0.12 -0.06 2.71
C16 0.31 -1.43 2.47
C17 0.17 -1.60 1.12
N3 0.03 -0.37 0.50
C18 -0.07 0.53 1.50
H22 -0.92 3.40 5.54
H23 -0.69 2.43 3.25
H24 0.88 -1.22 4.99
H25 0.71 -0.21 7.25
H26 0.43 -2.17 3.24
H27 0.07 -2.52 0.57
H28 -0.35 1.58 1.39

The value obtained for the orbital gap (spin up / spin down) is 2.18 / 2.04 eV. As for the net charge: +2. For the HOMO energy (spin up / spin down), the calculation gives -0.5029 / -0.5041 Eh.

***

Record 2
The following is a DFT calculation (ωB97M-V with the def2-TZVPD basis set) of a single C5H9ClN2O molecule.

Geometry (Å):
C1 1.81 -0.14 -0.45
C2 0.41 -0.03 -1.25
C3 1.73 2.25 0.14
C4 -1.64 -0.44 0.19
C5 -2.44 -1.50 0.99
N1 2.21 0.95 0.21
N2 -0.57 -0.79 -0.55
O1 2.15 -1.27 -0.28
Cl1 -2.25 1.19 0.01
H1 0.10 0.94 -1.43
H2 0.59 -0.58 -2.07
H3 0.63 2.48 -0.07
H4 2.18 2.94 0.83
H5 -2.08 -2.46 0.74
H6 -3.53 -1.39 0.67
H7 -2.27 -1.35 2.00
H8 3.20 0.85 0.73
H9 -0.21 -1.64 -0.40

The value obtained for the orbital gap (spin up / spin down) is 8.60 / 5.70 eV. As for the net charge: 0. For the HOMO energy (spin up / spin down), the calculation gives -0.2886 / -0.2089 Eh.

***

In eV, the calculated total energy values for the records above are, in order, -102866.3119; -22876.9174.
In eV, the ΔE to the lowest compared entry with this formula, charge and spin values for the records above are, in order, 3.848; 3.006.